[1]
# C64H57AsCl2FInN7O5

A structure of composition C64H57AsCl2FInN7O5 at a distorted geometry (wB97M-V/def2-TZVPD, the Open Molecules 2025 dataset).

Properties
- Kohn-Sham gap: 2.3 eV
- Highest occupied orbital energy: -0.09888 Ha
- Charge: -1
- LUMO energy: -0.37 eV
- Relative energy (zero: lowest compared OMol25 entry of this formula, charge and spin): 30.5 kcal per mole

Geometry as XYZ:
```
138
C64H57AsCl2FInN7O5 wB97M-V/def2-TZVPD
In 0.503 0.500 0.353
C -2.984 -2.554 1.102
C -2.865 -3.269 -0.209
C -3.969 -3.774 -0.867
C -3.830 -4.491 -2.047
C -2.557 -4.755 -2.526
C -1.428 -4.275 -1.882
C -0.058 -4.727 -2.290
C -1.570 -3.464 -0.740
N -0.523 -2.835 -0.111
C 0.045 -3.367 0.948
O 0.025 -4.558 1.306
C 0.703 -2.394 1.903
C 1.580 -2.890 2.865
C 1.914 -2.101 3.947
C 1.307 -0.864 4.069
C 0.498 -0.411 3.037
N 0.226 -1.157 1.972
C -0.233 0.894 3.187
O -0.536 1.274 4.322
N -0.504 1.517 2.049
C -1.354 2.619 2.010
C -2.713 2.483 2.347
C -3.237 1.151 2.784
C -3.545 3.589 2.264
C -3.060 4.817 1.850
C -1.728 4.940 1.498
C -0.863 3.859 1.573
C 0.578 4.014 1.191
H -4.023 -2.471 1.420
H -2.430 -3.099 1.866
H -2.516 -1.572 1.023
H -4.955 -3.642 -0.435
H -4.703 -4.885 -2.561
H -2.439 -5.384 -3.401
H -0.020 -5.051 -3.330
H 0.663 -3.922 -2.135
H 0.245 -5.558 -1.652
H 1.943 -3.902 2.759
H 2.614 -2.449 4.696
H 1.475 -0.225 4.921
H -2.888 0.383 2.096
H -2.843 0.909 3.771
H -4.326 1.140 2.822
H -4.592 3.486 2.524
H -3.716 5.678 1.809
H -1.350 5.893 1.154
H 0.899 5.052 1.281
H 1.220 3.389 1.814
H 0.711 3.711 0.149
F -6.760 -1.528 -0.182
C -6.090 -0.703 -1.037
C -4.813 -0.311 -0.718
C -4.133 0.617 -1.512
C -2.752 0.989 -1.166
O -2.148 0.419 -0.260
C -2.252 2.081 -1.969
C -2.983 2.639 -2.952
N -4.220 2.192 -3.334
C -4.964 2.885 -4.337
C -5.124 2.289 -5.710
C -4.270 3.505 -5.512
C -4.802 1.171 -2.623
C -6.048 0.661 -2.997
C -6.713 -0.281 -2.208
N -7.933 -0.823 -2.704
C -8.971 0.042 -3.219
C -9.486 -0.618 -4.531
N -8.891 -1.970 -4.521
C -9.306 -2.693 -3.296
C -8.499 -2.031 -2.146
C -0.839 2.604 -1.807
O -0.606 3.762 -2.127
O 0.007 1.739 -1.453
H -4.322 -0.703 0.154
H -2.575 3.486 -3.483
H -5.821 3.417 -3.926
H -6.074 2.393 -6.216
H -4.619 1.357 -5.910
H -4.632 4.457 -5.872
H -3.201 3.387 -5.602
H -6.499 0.984 -3.922
H -8.564 1.033 -3.408
H -9.795 0.146 -2.502
H -9.139 -0.085 -5.416
H -10.574 -0.672 -4.555
H -7.882 -1.740 -4.291
H -9.020 -2.495 -5.386
H -9.067 -3.752 -3.394
H -10.384 -2.589 -3.156
H -7.692 -2.690 -1.829
H -9.149 -1.841 -1.281
Cl 2.757 1.943 -1.483
C 3.734 2.152 -0.091
C 4.755 3.074 -0.117
C 5.567 3.260 0.993
C 5.357 2.464 2.112
C 4.342 1.542 2.127
Cl 4.147 0.540 3.520
C 3.404 1.357 1.057
N 2.421 0.527 1.232
H 4.909 3.656 -1.015
H 6.352 3.999 0.989
H 5.987 2.566 2.983
C 1.995 -4.102 -6.375
C 3.013 -3.826 -5.480
C 2.774 -3.034 -4.370
C 1.519 -2.488 -4.139
C 0.499 -2.789 -5.040
C 0.731 -3.583 -6.147
As 1.077 -1.320 -2.571
C 0.796 0.169 -3.844
C 1.705 0.985 -4.498
C 1.284 1.907 -5.440
C -0.057 2.024 -5.761
C -0.978 1.213 -5.120
C -0.551 0.306 -4.171
C 2.882 -1.342 -1.801
C 2.980 -2.090 -0.629
C 4.186 -2.226 0.036
C 5.321 -1.607 -0.455
C 5.246 -0.881 -1.633
C 4.040 -0.763 -2.303
H 2.190 -4.717 -7.243
H 4.000 -4.234 -5.649
H 3.580 -2.844 -3.672
H -0.495 -2.397 -4.852
H -0.072 -3.812 -6.835
H 2.759 0.929 -4.271
H 2.009 2.545 -5.929
H -0.376 2.743 -6.504
H -2.033 1.294 -5.354
H -1.272 -0.307 -3.638
H 2.090 -2.569 -0.237
H 4.238 -2.803 0.949
H 6.261 -1.690 0.076
H 6.129 -0.394 -2.028
H 4.015 -0.200 -3.227
```

***

[2]
# C64H86N6O33

A cluster of 13 separate species, C64H86N6O33 in total at a distorted geometry (wB97M-V/def2-TZVPD, the Open Molecules 2025 dataset).

Properties
- Kohn-Sham gap: 8.4 eV
- Highest occupied orbital energy: -0.35796 Ha
- LUMO energy: -1.33 eV
- Relative energy (zero: lowest compared OMol25 entry of this formula, charge and spin): 125.1 kcal per mole

Geometry as XYZ:
```
189
C64H86N6O33 wB97M-V/def2-TZVPD
C -1.195 3.004 -8.746
C -1.107 1.990 -7.840
C -1.838 2.026 -6.658
C -2.734 3.080 -6.457
C -2.885 4.056 -7.448
C -2.065 4.050 -8.610
N -3.550 3.186 -5.238
O -3.415 2.314 -4.330
O -4.363 4.104 -5.127
H -0.628 3.087 -9.662
H -0.469 1.142 -8.035
H -1.800 1.238 -5.919
H -3.457 4.957 -7.282
H -2.054 4.843 -9.343
C 1.760 5.013 2.838
C 2.390 5.606 3.836
C 1.650 5.840 4.996
C 0.394 5.153 5.195
C -0.132 4.453 4.104
C 0.483 4.484 2.833
N -0.433 5.421 6.398
O 0.043 6.254 7.212
O -1.413 4.718 6.618
H 2.317 4.764 1.947
H 3.414 5.915 3.688
H 2.119 6.501 5.710
H -1.117 4.009 4.123
H 0.138 4.099 1.885
C 4.964 3.930 0.098
C 5.020 3.208 1.268
C 4.853 1.829 1.279
C 4.661 1.218 0.045
C 4.668 1.922 -1.171
C 4.735 3.275 -1.132
N 4.212 -0.165 0.005
O 3.812 -0.652 -1.120
O 4.071 -0.715 1.105
H 5.046 5.007 0.114
H 5.184 3.715 2.207
H 4.734 1.279 2.201
H 4.535 1.402 -2.108
H 4.495 3.897 -1.981
C -1.042 -2.872 2.188
C 0.261 -3.135 2.580
C 0.680 -4.452 2.759
C -0.154 -5.515 2.262
C -1.431 -5.168 1.704
C -1.801 -3.840 1.651
N 0.235 -6.874 2.222
O -0.467 -7.688 1.631
O 1.342 -7.113 2.681
H -1.396 -1.856 2.282
H 0.841 -2.312 2.970
H 1.690 -4.560 3.125
H -2.155 -5.907 1.392
H -2.757 -3.557 1.236
C 2.967 3.458 9.048
C 4.183 2.915 9.303
C 4.837 2.338 8.265
C 4.309 2.218 6.913
C 3.101 2.763 6.681
C 2.418 3.395 7.758
N 5.091 1.559 5.813
O 4.804 1.817 4.613
O 5.964 0.815 6.069
H 2.374 3.921 9.822
H 4.589 2.925 10.304
H 5.808 1.911 8.466
H 2.636 2.654 5.712
H 1.438 3.781 7.521
C -4.086 1.216 5.603
C -4.698 0.766 6.736
C -4.264 -0.423 7.335
C -3.187 -1.140 6.757
C -2.575 -0.700 5.606
C -2.918 0.563 5.135
N -2.686 -2.479 7.290
O -3.467 -3.170 7.878
O -1.568 -2.920 7.083
H -4.441 2.152 5.197
H -5.696 1.126 6.939
H -4.934 -0.776 8.106
H -1.830 -1.403 5.264
H -2.438 1.028 4.286
C 4.009 -4.006 0.882
C 2.961 -4.057 -0.303
O 2.050 -5.165 -0.193
C 2.501 -6.350 -0.500
O 3.688 -6.629 -0.626
O 1.485 -7.187 -0.792
C 1.733 -8.496 -1.181
H 4.765 -4.791 0.883
H 3.246 -4.018 1.661
H 4.536 -3.052 0.863
H 3.461 -4.047 -1.272
H 2.366 -3.145 -0.350
H 1.397 -8.760 -2.183
H 1.339 -9.157 -0.409
H 2.802 -8.703 -1.234
C 2.837 -2.546 -4.253
C 2.032 -1.352 -4.628
O 2.603 -0.094 -4.182
C 3.015 0.818 -5.103
O 3.072 0.654 -6.352
O 3.317 1.937 -4.477
C 4.215 2.798 -5.146
H 3.685 -2.721 -4.915
H 2.197 -3.428 -4.269
H 3.214 -2.433 -3.236
H 1.154 -1.540 -4.011
H 1.887 -1.359 -5.708
H 5.133 2.211 -5.143
H 4.431 3.577 -4.415
H 3.860 3.140 -6.118
C -0.942 -5.463 -2.472
C -0.822 -6.266 -3.737
O 0.516 -6.729 -3.980
C 0.894 -6.801 -5.230
O 0.239 -6.555 -6.274
O 2.204 -7.258 -5.157
C 3.135 -7.207 -6.243
H -0.482 -6.073 -1.694
H -1.985 -5.276 -2.217
H -0.310 -4.594 -2.657
H -1.196 -5.624 -4.535
H -1.281 -7.246 -3.869
H 2.720 -6.701 -7.116
H 3.415 -8.247 -6.408
H 4.015 -6.645 -5.931
C -4.463 1.883 0.282
C -6.002 1.934 0.493
O -6.351 1.419 1.794
C -6.833 2.169 2.743
O -7.112 3.388 2.675
O -7.318 1.320 3.666
C -7.979 1.867 4.767
H -3.990 2.585 0.968
H -4.171 2.145 -0.735
H -4.072 0.881 0.459
H -6.507 1.213 -0.150
H -6.502 2.889 0.333
H -7.391 2.305 5.574
H -8.558 1.044 5.187
H -8.579 2.652 4.308
C 0.313 -1.636 -1.174
C -0.567 -0.320 -1.473
O -1.397 0.010 -0.291
C -0.735 0.500 0.806
O -1.198 0.496 1.952
O 0.464 1.101 0.495
C 1.330 1.600 1.452
H 1.184 -1.692 -1.827
H -0.245 -2.572 -1.160
H 0.620 -1.573 -0.130
H -1.175 -0.501 -2.360
H 0.244 0.373 -1.698
H 1.891 2.370 0.922
H 2.188 1.010 1.771
H 0.772 2.115 2.234
C -1.804 6.692 -1.062
C -1.826 5.400 -0.206
O -1.453 4.276 -0.899
C -0.178 4.074 -1.227
O 0.776 4.733 -0.797
O -0.089 3.034 -2.059
C 1.113 2.752 -2.789
H -0.799 6.955 -1.391
H -2.047 7.565 -0.456
H -2.575 6.578 -1.825
H -2.880 5.266 0.040
H -1.307 5.526 0.744
H 0.964 3.056 -3.825
H 1.442 1.718 -2.686
H 1.986 3.379 -2.611
C -4.357 -1.493 -1.309
C -3.596 -0.867 -2.467
O -2.899 -1.952 -3.072
C -2.397 -1.756 -4.329
O -2.318 -0.698 -4.996
O -1.729 -2.911 -4.624
C -1.262 -3.012 -5.976
H -3.715 -1.983 -0.578
H -4.988 -2.247 -1.779
H -4.969 -0.861 -0.665
H -3.059 -0.002 -2.078
H -4.215 -0.421 -3.246
H -1.869 -2.491 -6.717
H -1.260 -4.051 -6.305
H -0.284 -2.561 -6.144
```